No. 1
# C9H25B2F8O4V

A molecular structure, C9H25B2F8O4V in a non-equilibrium geometry (ωB97M-V/def2-TZVPD, the OMol25 dataset).

frontier orbital gap (spin up / spin down) = 6.2 / 7.1 eV
net charge = -1
total energy = -66723.783 eV
HOMO (spin up / spin down) = -3.9 / -4.7 eV
multiplicity = 4
⟨S²⟩ = 3.75

Each line ends with the Löwdin charge.
Positions of all 49 atoms, in Å:
1 V -6.27302 7.57857 -6.96161  0.96
2 O -4.40210 6.59562 -6.34772  -0.39
3 H -4.92742 5.79407 -6.15774  -0.11
4 B -7.49280 7.81487 -3.91429  -1.28
5 F -6.45915 7.19937 -3.25443  0.16
6 F -7.85160 8.89485 -3.12393  0.13
7 F -7.06131 8.28924 -5.17056  0.08
8 F -8.48574 6.82969 -4.04498  0.11
9 B -4.22926 9.44327 -7.82420  -1.42
10 F -4.93820 9.45399 -6.57804  0.08
11 F -4.95609 8.67104 -8.65231  0.15
12 F -4.12131 10.65375 -8.35198  0.20
13 F -2.95267 8.90237 -7.67942  0.13
14 C -6.31812 4.12924 -4.87405  -0.01
15 C -7.10701 4.34969 -6.17656  -0.50
16 C -8.37355 3.63679 -6.30929  -0.05
17 O -7.33418 5.73784 -6.16425  -0.12
18 H -5.86007 3.14694 -4.75836  0.08
19 H -7.10430 4.33750 -4.14836  0.09
20 H -5.55061 4.86941 -4.64778  0.08
21 H -6.55691 4.16391 -7.09905  0.13
22 H -8.84002 3.93378 -7.24860  0.08
23 H -9.01825 3.81969 -5.44963  0.09
24 H -8.20356 2.56905 -6.44761  0.09
25 H -7.75119 5.90793 -5.31644  0.05
26 C -6.72263 7.34152 -10.71116  -0.03
27 C -7.12990 6.17348 -9.74901  -0.41
28 C -6.92589 4.71315 -10.30454  -0.03
29 O -6.13991 6.26888 -8.75563  -0.15
30 H -5.69957 7.10009 -10.99956  0.09
31 H -6.71106 8.31301 -10.21701  0.05
32 H -7.26779 7.32591 -11.65490  0.07
33 H -8.11089 6.33805 -9.30328  0.13
34 H -6.82702 3.98228 -9.50196  0.07
35 H -6.12022 4.48053 -11.00088  0.08
36 H -7.78950 4.63019 -10.96440  0.07
37 H -5.47633 5.62884 -9.02319  0.11
38 C -7.80163 10.92436 -8.77169  -0.02
39 C -8.01592 10.32921 -7.35104  -0.41
40 C -9.29647 10.70237 -6.60047  -0.03
41 O -7.94128 8.89737 -7.43347  -0.13
42 H -7.11357 11.76953 -8.75196  0.08
43 H -8.72732 11.32882 -9.18105  0.07
44 H -7.49405 10.19197 -9.51809  0.06
45 H -7.16682 10.59626 -6.72190  0.14
46 H -10.17421 10.33945 -7.13523  0.08
47 H -9.35410 11.76686 -6.37326  0.08
48 H -9.18565 10.29595 -5.59516  0.08
49 H -8.79547 8.67595 -7.81154  0.11

No. 2
# C20H30AsClN5OS5TeTi

A molecular structure, C20H30AsClN5OS5TeTi in a non-equilibrium geometry (ωB97M-V/def2-TZVPD, the OMol25 dataset).

frontier orbital gap (spin up / spin down) = 4.0 / 4.1 eV
net charge = -2
total energy = -188675.057 eV
HOMO (spin up / spin down) = -0.8 / -0.8 eV
multiplicity = 2
⟨S²⟩ = 0.76

Each line ends with the Löwdin charge.
Positions of all 65 atoms, in Å:
1 Ti 2.41855 2.78269 -1.05064  -0.33
2 S 1.55470 7.23400 0.26831  -0.24
3 As 2.27054 5.30006 -0.12014  -0.58
4 S 1.06518 3.71508 0.81255  -0.04
5 S 2.21764 4.79997 -2.29491  0.00
6 S 4.26393 5.04770 0.53486  -0.10
7 C 5.84743 2.91111 -1.55194  -0.18
8 N 5.83459 1.50144 -1.82461  -0.27
9 C 6.90901 0.74772 -1.21455  -0.20
10 C 6.36308 -0.68734 -1.15377  -0.23
11 N 5.05867 -0.56927 -1.77454  -0.11
12 C 4.63414 0.78476 -1.55176  -1.19
13 S 3.29941 1.24990 -2.67061  0.47
14 H 6.67139 3.37582 -2.09488  0.08
15 H 5.97056 3.13154 -0.48016  0.01
16 H 4.90106 3.36029 -1.90266  0.01
17 H 7.12489 1.11725 -0.19475  0.10
18 H 7.81180 0.83579 -1.82865  0.11
19 H 6.29396 -1.01536 -0.10383  0.09
20 H 6.97480 -1.39928 -1.71941  0.09
21 H 4.38154 -1.24114 -1.43110  0.09
22 C -0.53688 -2.13096 -1.25129  -0.02
23 C -1.78261 -2.18141 -0.34868  -0.49
24 C -2.36027 -3.61027 -0.42572  -0.05
25 C -1.33832 -1.95396 1.09680  -0.02
26 C -2.83756 -1.12263 -0.83210  -0.41
27 O -2.96832 -1.21898 -2.24603  -0.02
28 C -4.27656 -1.32970 -0.25714  -0.09
29 C -4.81745 -0.47079 0.90415  -0.14
30 C -4.25744 -0.78170 2.26278  -0.25
31 C -3.49511 0.13800 2.96121  -0.04
32 C -2.96927 -0.15194 4.21203  -0.08
33 C -3.23339 -1.40773 4.77251  -0.67
34 Cl -2.57183 -1.79959 6.33254  0.65
35 C -4.01539 -2.33245 4.11646  -0.12
36 C -4.53530 -2.02731 2.86805  -0.04
37 C -2.45334 0.35256 -0.55760  -0.05
38 N -1.27310 0.87770 -1.17587  -0.10
39 C -0.07082 1.14180 -0.60807  -0.17
40 N 0.67716 1.82022 -1.47336  -0.14
41 C -0.11789 1.95564 -2.55553  -0.19
42 N -1.29607 1.41053 -2.40777  0.13
43 H 0.08674 -3.00473 -1.07014  0.09
44 H 0.06763 -1.25275 -1.04636  0.07
45 H -0.80544 -2.11256 -2.30474  0.09
46 H -1.54522 -4.32875 -0.37214  0.08
47 H -2.90284 -3.80087 -1.35138  0.08
48 H -3.02169 -3.81325 0.41323  0.07
49 H -0.64659 -2.74303 1.38758  0.10
50 H -2.18396 -1.97137 1.77797  0.06
51 H -0.81958 -1.00814 1.21338  0.08
52 H -3.09797 -2.14458 -2.48069  0.09
53 H -4.41649 -2.37284 0.01484  0.09
54 H -4.93652 -1.12791 -1.10646  0.12
55 H -5.89765 -0.66583 0.93513  0.12
56 H -4.69545 0.59175 0.69429  0.11
57 H -3.29904 1.11153 2.53231  0.12
58 H -2.36506 0.56866 4.73813  0.11
59 H -4.21986 -3.28894 4.57617  0.10
60 H -5.16326 -2.74507 2.35875  0.11
61 H -2.36838 0.50027 0.51742  0.12
62 H -3.28169 0.94569 -0.95330  0.14
63 H 0.21345 0.89734 0.40090  0.11
64 H 0.18179 2.46445 -3.45598  0.12
65 Te 3.77998 1.14117 0.54087  0.58

No. 3
# C42H46N6O2P2Ti

A molecular structure, C42H46N6O2P2Ti in a non-equilibrium geometry (ωB97M-V/def2-TZVPD, the OMol25 dataset).

frontier orbital gap (spin up / spin down) = 8.1 / 7.7 eV
total energy = -99026.947 eV
HOMO (spin up / spin down) = -7.9 / -8.3 eV
multiplicity = 3
⟨S²⟩ = 2.01

Each line ends with the Löwdin charge.
Positions of all 99 atoms, in Å:
1 Ti 0.00000 0.00000 0.00000  1.04
2 C 0.17256 -1.41222 1.71369  -0.21
3 C 1.12360 -1.79463 0.77320  -0.20
4 C 0.98086 -2.96816 -0.18189  -0.19
5 C 0.39924 -2.56818 -1.55981  -0.18
6 C -0.67764 -1.50812 -1.49240  -0.23
7 C -1.67736 -1.41126 -0.53016  -0.18
8 C -1.90836 -2.41322 0.58884  -0.16
9 C -1.19310 -2.03281 1.90812  -0.17
10 C -0.67924 1.56757 -1.18202  -0.23
11 H 0.50989 -0.78341 2.53556  0.11
12 H 2.13246 -1.41185 0.90873  0.11
13 H 0.36641 -3.74628 0.27930  0.10
14 H 1.96932 -3.41172 -0.33996  0.11
15 H 1.20865 -2.17065 -2.18158  0.12
16 H 0.02129 -3.46301 -2.07772  0.11
17 H -0.80774 -0.92995 -2.40545  0.11
18 H -2.50463 -0.73882 -0.74478  0.12
19 H -1.59841 -3.40945 0.26142  0.10
20 H -2.98391 -2.47570 0.78475  0.12
21 H -1.80869 -1.30284 2.44461  0.09
22 H -1.12073 -2.91672 2.56025  0.13
23 H -0.85219 2.46898 -0.58532  -0.03
24 H -1.60554 1.30592 -1.70941  0.00
25 H 0.09044 1.80252 -1.92889  0.01
26 P 1.06300 -6.95635 -5.34811  1.03
27 P 3.17266 -7.18238 -2.98558  1.01
28 N -0.67618 -7.11268 -5.33087  -0.28
29 N 1.45881 -7.20376 -7.01690  -0.27
30 N 2.31402 -7.76849 -1.59917  -0.27
31 N 4.84266 -7.46367 -2.55997  -0.28
32 C 1.49810 -8.62652 -4.67483  -0.38
33 C 2.93225 -8.61933 -4.12976  -0.39
34 C -1.44955 -6.31031 -4.49255  -0.16
35 C -2.72411 -6.82290 -4.45526  -0.10
36 C -2.74265 -7.97848 -5.29537  -0.09
37 C -1.47818 -8.14101 -5.81281  -0.14
38 C 1.82386 -6.12914 -7.82993  -0.15
39 C 1.99476 -6.58875 -9.11053  -0.10
40 C 1.72676 -7.99209 -9.09937  -0.09
41 C 1.39894 -8.34788 -7.81492  -0.15
42 C 1.74104 -6.87996 -0.68728  -0.15
43 C 1.20678 -7.60193 0.34902  -0.09
44 C 1.45451 -8.98283 0.07898  -0.09
45 C 2.13298 -9.06403 -1.11133  -0.15
46 C 5.41842 -8.53974 -1.89407  -0.14
47 C 6.78139 -8.47431 -2.06954  -0.10
48 C 7.06184 -7.33157 -2.88026  -0.10
49 C 5.86055 -6.72931 -3.16796  -0.16
50 H 1.37482 -9.35033 -5.48879  0.06
51 H 0.80808 -8.90458 -3.87309  0.08
52 H 3.15789 -9.53053 -3.56357  0.06
53 H 3.63625 -8.56208 -4.96489  0.09
54 H -1.00508 -5.45358 -4.00767  0.09
55 H -3.55768 -6.40795 -3.90588  0.09
56 H -3.59678 -8.60586 -5.51202  0.09
57 H -1.07848 -8.88048 -6.48876  0.10
58 H 1.92570 -5.14321 -7.40033  0.10
59 H 2.28848 -5.99242 -9.96298  0.09
60 H 1.77835 -8.66675 -9.94299  0.10
61 H 1.14238 -9.31029 -7.39981  0.09
62 H 1.77531 -5.81791 -0.88113  0.08
63 H 0.68654 -7.19240 1.20348  0.09
64 H 1.15774 -9.82435 0.69018  0.10
65 H 2.48923 -9.92495 -1.65558  0.10
66 H 4.80699 -9.24013 -1.34748  0.09
67 H 7.50429 -9.15792 -1.64494  0.09
68 H 8.03567 -6.98424 -3.19573  0.09
69 H 5.61766 -5.84968 -3.74600  0.10
70 O -1.48399 0.80123 2.92490  0.04
71 C -0.70905 1.65184 2.55246  -0.61
72 N -0.65144 2.84791 3.15231  0.16
73 C 0.17350 3.73859 2.37794  -0.26
74 C 0.71651 2.73570 1.35227  -0.45
75 O 1.49094 3.00025 0.44664  0.07
76 N 0.09234 1.53191 1.46906  0.05
77 C -0.78892 4.78099 1.75264  -0.12
78 C -0.85476 5.05070 0.36590  -0.01
79 C -1.78866 5.95754 -0.14719  -0.07
80 C -2.67470 6.61543 0.70502  -0.09
81 C -2.62203 6.37830 2.07636  -0.08
82 C -1.69026 5.47698 2.59697  -0.04
83 C 1.24499 4.36763 3.26888  -0.11
84 C 1.40168 5.77125 3.37561  -0.02
85 C 2.35839 6.31967 4.22984  -0.08
86 C 3.17769 5.48831 4.98869  -0.09
87 C 3.04614 4.10130 4.89040  -0.08
88 C 2.08808 3.54290 4.03708  -0.02
89 H -1.21917 3.10656 3.97384  0.18
90 H -0.19536 4.57312 -0.33763  0.10
91 H -1.83104 6.14615 -1.21202  0.10
92 H -3.40223 7.30943 0.30287  0.10
93 H -3.31098 6.88831 2.73889  0.10
94 H -1.68563 5.31120 3.66630  0.11
95 H 0.78884 6.46001 2.81175  0.11
96 H 2.45707 7.39696 4.30486  0.10
97 H 3.91412 5.91976 5.65384  0.10
98 H 3.68195 3.45842 5.48292  0.10
99 H 1.99440 2.46562 3.98515  0.11

No. 4
# C27H34N2O3

A single C27H34N2O3 molecule (ωB97M-V/def2-TZVPD, the OMol25 dataset).

frontier orbital gap = 7.7 eV
SMILES string = CCCCN(C)C[C@H](O)Cn1cc(/C=C/C(=O)c2ccc(OCC)cc2)c2ccccc21
total energy = -37672.993 eV
HOMO = -7.8 eV

Each line ends with the Löwdin charge.
Positions of all 66 atoms, in Å:
1 C 0.49640 1.15217 1.55584  -0.10
2 C 0.09458 2.61223 1.37487  -0.26
3 C -1.24370 2.96208 2.02773  -0.19
4 C -2.43557 2.36089 1.27351  -0.21
5 N -2.47594 2.86184 -0.09135  -0.22
6 C -3.30930 4.03049 -0.25549  -0.08
7 C -2.62093 1.87054 -1.12480  -0.15
8 C -4.05028 1.31998 -1.38565  -0.33
9 O -4.78975 1.11640 -0.20923  -0.01
10 C -3.97272 0.02289 -2.23514  -0.07
11 N -3.31367 -1.03578 -1.52269  -0.04
12 C -1.96796 -1.23234 -1.48495  -0.01
13 C -1.63512 -2.19162 -0.55150  -0.15
14 C -0.33077 -2.61792 -0.15295  0.00
15 C 0.82650 -2.00921 -0.47185  -0.02
16 C 2.09206 -2.47146 0.09534  -0.38
17 O 2.16822 -3.45312 0.81934  0.07
18 C 3.29015 -1.64055 -0.19116  -0.17
19 C 3.46148 -0.90535 -1.36408  -0.03
20 C 4.60045 -0.15796 -1.55968  0.00
21 C 5.60371 -0.10867 -0.58680  -0.26
22 O 6.65962 0.69133 -0.88348  -0.05
23 C 7.77656 0.74062 -0.01792  -0.25
24 C 8.67890 -0.48226 -0.15413  -0.06
25 C 5.44317 -0.84877 0.58217  -0.01
26 C 4.30388 -1.60724 0.76239  -0.01
27 C -2.87949 -2.62846 0.01912  -0.11
28 C -3.21100 -3.56791 0.99224  -0.02
29 C -4.53851 -3.73717 1.31782  -0.09
30 C -5.53933 -2.98539 0.69796  -0.09
31 C -5.23978 -2.04521 -0.26467  -0.02
32 C -3.90156 -1.87247 -0.60077  -0.18
33 H -0.21320 0.47905 1.08098  0.05
34 H 1.47386 0.96995 1.11361  0.07
35 H 0.54938 0.89754 2.61232  0.08
36 H 0.87245 3.24363 1.80973  0.10
37 H 0.02727 2.84697 0.31145  0.10
38 H -1.26024 2.60198 3.05832  0.11
39 H -1.35168 4.04768 2.04882  0.10
40 H -2.32216 1.27461 1.26521  0.11
41 H -3.36585 2.59258 1.81050  0.12
42 H -4.37270 3.83132 -0.06195  0.09
43 H -2.97118 4.80267 0.43394  0.08
44 H -3.19904 4.40556 -1.27261  0.09
45 H -2.26290 2.30491 -2.06582  0.13
46 H -1.95738 1.04432 -0.85994  0.10
47 H -4.62814 2.05910 -1.95055  0.15
48 H -4.35107 0.44823 0.33228  0.09
49 H -3.42732 0.23137 -3.15837  0.13
50 H -4.98657 -0.29859 -2.48546  0.13
51 H -1.32490 -0.70895 -2.16690  0.14
52 H -0.27830 -3.47597 0.50506  0.12
53 H 0.83930 -1.12496 -1.08881  0.10
54 H 2.71930 -0.94179 -2.14723  0.11
55 H 4.74663 0.40713 -2.46709  0.12
56 H 8.31889 1.63815 -0.32883  0.12
57 H 7.45509 0.87618 1.02201  0.12
58 H 9.54547 -0.37173 0.49195  0.08
59 H 9.01499 -0.57869 -1.18348  0.08
60 H 8.14729 -1.39049 0.11905  0.07
61 H 6.19365 -0.84348 1.35700  0.11
62 H 4.17757 -2.18943 1.66322  0.12
63 H -2.44260 -4.15182 1.47491  0.11
64 H -4.81759 -4.46362 2.06628  0.10
65 H -6.56916 -3.14419 0.98019  0.10
66 H -6.01946 -1.46184 -0.72986  0.11